No. 1
Density functional theory data (ωB97M-V/def2-TZVPD) for the molecule C2H3NO2.

Summary:
- Orbital gap (alpha / beta): 6.88 / 9.71 eV
- Largest force on an atom: 4.7 eV/Å
- Total charge: 0
- Multiplicity: 1
- Lowest unoccupied orbital energy (alpha / beta): -0.0801 / -0.0149 Ha

Element x y z (Å)
C 0.70589 0.02866 -0.05290
C 0.11287 -1.18575 0.11841
N -0.47513 1.02573 -0.09782
O 1.80306 0.55975 -0.10068
O -1.66192 0.62305 -0.15404
H -0.92334 -1.01892 0.15190
H 0.68777 -2.10650 0.12671
H -0.24921 2.07397 0.00843


No. 2
Density functional theory data (ωB97M-V/def2-TZVPD) for the ion C5H11O with charge +1.

Summary:
- Orbital gap: 10.11 eV
- Largest force on an atom: 3.6 eV/Å
- Total charge: +1
- Multiplicity: 1
- Lowest unoccupied orbital energy: -0.2188 Ha

Element x y z (Å)
C -1.93527 -0.45750 0.34109
C 0.47355 -1.34044 -0.14261
C 1.32926 0.87823 0.72500
C -0.52002 0.96927 -0.84282
C 0.72408 0.09979 -0.45792
O -1.49322 0.73484 0.22199
H -2.30590 -0.62986 1.37770
H -2.35126 -1.03745 -0.43743
H -0.48621 -1.52321 0.43519
H 0.38714 -1.97672 -1.11086
H 1.07693 -1.77690 0.69683
H 0.97319 0.77363 1.70805
H 1.39331 1.93489 0.60324
H 2.41920 0.59903 0.85582
H -0.19451 2.08350 -0.79349
H -1.00257 0.67278 -1.81621
H 1.51231 -0.00390 -1.36354


No. 3
Density functional theory data (ωB97M-V/def2-TZVPD) for the ion C2H2N3S2 with charge +1.

Summary:
- Orbital gap (alpha / beta): 7.66 / 7.66 eV
- Largest force on an atom: 5.0 eV/Å
- Total charge: +1
- Multiplicity: 1
- Lowest unoccupied orbital energy (alpha / beta): -0.2392 / -0.2392 Ha

Element x y z (Å)
C 1.23502 -0.17392 0.39825
C 2.56425 -0.34774 0.19698
N -0.73411 0.71603 -0.33534
N -3.25422 0.13960 -0.34817
N 0.50988 0.54862 -0.46260
S 4.03957 -0.21789 -0.03489
S -2.05126 0.83526 0.39459
H 0.85367 -0.77293 1.20879
H -3.16281 -0.72705 -1.01762


Energy relative to the best compared isomer or geometry (same formula, charge and spin) (computed, kcal per mole): 105.52 33.48 51.12